<i>
{"formula": "C7H13N2", "method": "ωB97M-V/def2-TZVPD", "charge": 1, "lumo_energy_ev": -3.544, "e_homo_ev": -14.5, "gap_ha": 0.4019, "species": ["C", "C", "C", "C", "C", "C", "C", "N", "N", "H", "H", "H", "H", "H", "H", "H", "H", "H", "H", "H", "H", "H"], "positions_angstrom": [[2.42, 0.71, 0.14], [2.63, -1.75, -0.35], [2.06, -0.63, 0.01], [-0.60, 0.48, -1.35], [-2.28, -0.22, 0.18], [-0.64, 1.41, 0.91], [0.02, -0.89, 0.48], [2.47, 1.84, 0.27], [-0.81, 0.23, 0.10], [2.07, -2.58, -0.37], [3.65, -1.71, -0.64], [0.27, 1.05, -1.42], [-0.37, -0.57, -1.88], [-1.28, 1.00, -1.86], [-2.38, -1.01, -0.49], [-2.67, -0.52, 1.23], [-2.67, 0.79, -0.01], [-0.98, 2.36, 0.58], [-1.15, 1.29, 1.96], [0.36, 1.48, 1.13], [-0.18, -1.76, -0.17], [0.07, -1.00, 1.55]]}

<ii>
{"formula": "C7H13N2", "method": "ωB97M-V/def2-TZVPD", "charge": 1, "lumo_energy_ev": -3.745, "e_homo_ev": -12.0, "gap_ha": 0.3039, "species": ["C", "C", "C", "C", "C", "C", "C", "N", "N", "H", "H", "H", "H", "H", "H", "H", "H", "H", "H", "H", "H", "H"], "positions_angstrom": [[-0.84, 1.25, -0.28], [0.77, 0.90, 0.87], [1.97, 1.12, 0.10], [2.44, -0.19, -0.48], [1.23, -1.02, -0.54], [-0.93, -0.83, 0.88], [-3.08, 0.21, -0.26], [-1.62, 0.20, -0.06], [0.48, -0.58, 0.70], [-1.21, 2.05, -0.93], [1.84, 1.70, -0.71], [2.66, 1.61, 0.77], [2.82, 0.03, -1.53], [3.23, -0.57, 0.18], [0.52, -0.88, -1.40], [1.40, -2.03, -0.45], [-1.15, -0.76, 1.88], [-1.27, -1.74, 0.43], [-3.61, 0.24, 0.73], [-3.12, 1.10, -0.88], [-3.39, -0.79, -0.58], [0.86, -1.04, 1.56]]}

<iii>
{"formula": "C7H13N2", "method": "ωB97M-V/def2-TZVPD", "charge": 1, "lumo_energy_ev": -4.680, "smiles": "C=[N+](N)CC1CC=CC1", "e_homo_ev": -13.1, "gap_ha": 0.3090, "species": ["C", "N", "N", "C", "C", "C", "C", "C", "C", "H", "H", "H", "H", "H", "H", "H", "H", "H", "H", "H", "H", "H"], "positions_angstrom": [[2.07, 0.75, 0.11], [1.38, -0.32, -0.11], [0.97, -0.65, -1.33], [0.66, -0.92, 0.95], [-0.79, -0.31, 1.05], [-1.88, -0.81, 0.18], [-2.13, 0.29, -0.77], [-1.50, 1.38, -0.51], [-0.75, 1.19, 0.79], [2.49, 1.43, -0.66], [2.65, 0.94, 0.97], [1.01, 0.13, -1.98], [0.23, -1.30, -1.42], [1.13, -0.74, 1.93], [0.69, -2.05, 0.79], [-1.17, -0.46, 2.19], [-2.77, -1.05, 0.79], [-1.65, -1.84, -0.25], [-2.70, 0.21, -1.69], [-1.53, 2.16, -1.22], [-1.15, 1.79, 1.57], [0.17, 1.64, 0.63]]}

Quick one: most stable of them? <iii>

<i>
{"formula": "C2H14NO4", "method": "ωB97M-V/def2-TZVPD", "charge": 1, "lumo_energy_ev": -4.138, "e_homo_ev": -14.3, "gap_ha": 0.3727, "species": ["C", "C", "N", "H", "H", "H", "H", "H", "H", "H", "H", "O", "H", "H", "O", "H", "H", "O", "H", "H", "O"], "positions_angstrom": [[1.53, 0.78, -1.01], [0.24, 2.76, -0.84], [0.27, 1.48, -0.82], [1.50, -0.14, -0.43], [2.30, 1.33, -0.51], [1.73, 0.67, -2.07], [1.23, 3.16, -1.08], [-0.59, 3.45, -0.87], [-0.67, 1.10, -0.62], [0.70, -2.61, 2.99], [1.05, -1.37, 3.76], [0.59, -1.66, 2.97], [0.54, -3.99, -0.37], [1.29, -3.17, -1.43], [0.84, -3.09, -0.59], [-0.53, -1.41, 0.16], [-0.44, -0.61, 1.61], [-0.39, -0.61, 0.66], [-3.27, 0.68, -0.92], [-3.42, 2.18, -0.93], [-2.76, 1.48, -0.86]]}

<ii>
{"formula": "C2H14NO4", "method": "ωB97M-V/def2-TZVPD", "charge": 1, "lumo_energy_ev": -2.984, "e_homo_ev": -14.3, "gap_ha": 0.4165, "species": ["C", "C", "N", "H", "H", "H", "H", "H", "H", "H", "H", "O", "H", "H", "O", "H", "H", "O", "H", "H", "O"], "positions_angstrom": [[2.17, -0.01, -0.57], [2.51, -1.28, -0.76], [0.76, 0.36, -0.30], [2.84, 0.73, -0.15], [3.51, -1.54, -1.08], [1.71, -2.01, -0.71], [0.31, 1.12, -0.83], [0.10, -0.42, -0.46], [0.59, 0.54, 0.70], [-1.27, 3.01, -0.48], [-1.11, 2.90, -1.99], [-0.64, 2.73, -1.15], [-2.36, -1.07, 0.45], [-2.91, -0.64, 1.78], [-2.48, -0.27, 0.98], [-0.11, 2.06, 2.01], [-1.15, 0.95, 2.18], [-0.20, 1.15, 2.32], [-0.91, -2.91, -1.41], [-0.73, -3.00, 0.11], [-0.62, -2.40, -0.63]]}

<iii>
{"formula": "C2H14NO4", "method": "ωB97M-V/def2-TZVPD", "charge": 1, "lumo_energy_ev": -2.958, "e_homo_ev": -14.6, "gap_ha": 0.4275, "species": ["C", "C", "N", "H", "H", "H", "H", "H", "H", "H", "H", "O", "H", "H", "O", "H", "H", "O", "H", "H", "O"], "positions_angstrom": [[1.31, -0.40, 0.15], [1.89, -0.84, 1.24], [-0.13, -0.04, 0.11], [1.74, -0.23, -0.83], [2.96, -0.96, 1.33], [1.34, -1.11, 2.12], [-0.81, -0.72, 0.47], [-0.34, 0.96, 0.42], [-0.32, 0.09, -0.89], [-3.48, -0.78, 0.67], [-2.77, -1.94, 1.34], [-2.65, -1.27, 0.66], [-0.23, 3.04, 1.65], [-1.38, 2.09, 2.09], [-0.72, 2.25, 1.41], [-0.18, -2.36, -2.66], [0.80, -2.77, -1.56], [-0.04, -3.01, -1.96], [1.70, 2.35, -1.65], [0.55, 3.26, -2.25], [0.76, 2.41, -1.86]]}

Quick one: most stable of them? <ii>

<i>
{"formula": "C4H11O4", "method": "ωB97M-V/def2-TZVPD", "charge": -1, "lumo_energy_ev": 3.655, "e_homo_ev": -3.1, "gap_ha": 0.2482, "species": ["C", "O", "C", "C", "C", "O", "H", "H", "H", "H", "H", "H", "H", "H", "H", "O", "H", "H", "O"], "positions_angstrom": [[2.04, -0.28, 0.28], [2.35, -1.53, 0.52], [0.30, -0.34, 0.09], [-0.37, 0.93, -0.43], [-1.77, 0.41, -0.58], [-2.61, 0.44, 0.26], [2.18, 0.50, 1.04], [2.41, -0.10, -0.74], [0.12, -1.17, -0.55], [-0.13, -0.71, 1.06], [0.08, 1.58, -1.16], [-0.29, 1.74, 0.30], [-2.02, -0.02, -1.55], [1.67, -3.57, -1.46], [2.38, -2.47, -0.77], [1.83, -2.64, -1.67], [-2.65, 2.30, 2.54], [-2.74, 2.14, 1.05], [-2.79, 2.79, 1.74]]}

<ii>
{"formula": "C4H11O4", "method": "ωB97M-V/def2-TZVPD", "charge": -1, "lumo_energy_ev": 3.234, "e_homo_ev": -4.1, "gap_ha": 0.2707, "species": ["O", "C", "O", "C", "C", "C", "H", "H", "H", "H", "H", "H", "H", "H", "H", "O", "H", "H", "O"], "positions_angstrom": [[-0.54, -2.19, -0.52], [0.28, -1.25, -0.69], [1.21, -1.24, -1.55], [0.46, -0.06, 0.29], [-0.41, 1.19, -0.03], [0.43, 2.23, -0.77], [1.48, 0.33, 0.17], [0.39, -0.28, 1.37], [-0.88, 1.72, 0.80], [-1.24, 0.65, -0.55], [1.43, 2.41, -0.38], [0.59, 1.87, -1.80], [-0.05, 3.18, -0.98], [2.53, 1.35, 2.12], [1.37, 2.38, 2.25], [1.62, 1.47, 2.41], [-1.98, -1.45, 0.06], [-3.16, -0.95, -0.68], [-2.90, -1.08, 0.23]]}

Quick one: most stable of them? <ii>

<i>
{"formula": "C2H6ClPS", "method": "ωB97M-V/def2-TZVPD", "lumo_energy_ev": 0.545, "smiles": "CSP(C)Cl", "e_homo_ev": -9.1, "gap_ha": 0.3558, "species": ["C", "S", "P", "C", "Cl", "H", "H", "H", "H", "H", "H"], "positions_angstrom": [[1.31, 1.69, -0.34], [0.74, 0.44, 0.88], [-0.43, -0.40, -0.64], [-0.86, -1.90, 0.29], [-2.32, 0.67, -0.36], [0.59, 1.82, -1.05], [2.30, 1.42, -0.70], [1.43, 2.64, 0.36], [-0.09, -1.97, 1.03], [-0.82, -2.73, -0.34], [-1.85, -1.69, 0.84]]}

<ii>
{"formula": "C2H6ClPS", "method": "ωB97M-V/def2-TZVPD", "lumo_energy_ev": [-1.878, -0.603], "e_homo_ev": [-8.5, -8.6], "gap_ha": [0.2451, 0.2933], "species": ["C", "C", "P", "S", "Cl", "H", "H", "H", "H", "H", "H"], "positions_angstrom": [[1.03, -0.78, -1.92], [0.10, 0.63, 1.59], [-0.85, -0.11, 0.13], [-2.26, -1.40, 0.77], [-1.72, 1.64, -0.46], [0.58, -1.84, -1.92], [0.79, 0.03, -2.74], [1.77, -0.60, -1.14], [0.44, 1.62, 1.25], [-0.67, 0.81, 2.38], [0.80, -0.01, 2.04]]}

Quick one: most stable of them? <i>